Record 1
# C5H6O2S

C5H6O2S as an isolated structure at a distorted geometry (ωB97M-V/def2-TZVPD, OMol25).

As for the lowest unoccupied orbital energy: 0.012 hartree. As for the relative energy (zero: lowest compared OMol25 entry of this formula, charge and spin): 6.145 eV. Its HOMO energy is -0.3121 Ha. The value obtained for the gap between HOMO and LUMO is 8.8 eV.

ORCA input file:
```
! RIJCOSX wB97M-V def2-TZVPD def2/J DEFGRID3
* xyz 0 1
H -1.6728 -0.8666 0.0930
O -0.2048 0.6239 -0.7563
H 1.8005 2.5263 0.1943
H -1.1346 1.8756 0.5691
C 0.3081 -0.7316 -0.7021
C -0.2880 -2.0828 -1.0179
C -0.1620 1.1492 0.4975
S -0.1078 -0.5013 1.6846
H 1.4807 -0.5259 -0.6278
H 0.3245 -2.8770 -1.1589
H -1.1334 -1.9870 -1.9255
C -0.7142 -1.3507 0.3111
C 0.8646 2.0893 0.9089
O 0.6393 2.6585 1.9300
*
```

Computed Löwdin charges, given in elementary charges:
1. H 0.091
2. O -0.144
3. H 0.183
4. H 0.195
5. C -0.335
6. C -0.022
7. C -0.484
8. S 0.908
9. H 0.191
10. H 0.050
11. H 0.186
12. C -0.541
13. C -0.320
14. O 0.040

---

Record 2
# C55H51BF8N2O4

A 9-piece molecular cluster, C55H51BF8N2O4 overall at a distorted geometry (ωB97M-V/def2-TZVPD, OMol25).

As for the lowest unoccupied orbital energy: 0.100 hartree. Its HOMO energy is -0.0029 Ha. The value obtained for the gap between HOMO and LUMO is 2.8 eV.

ORCA input file:
```
! RIJCOSX wB97M-V def2-TZVPD def2/J DEFGRID3
* xyz -2 1
H 1.1246 10.5809 7.0085
H 2.2017 -0.7876 -0.0798
C 4.1136 -1.1553 6.5244
C 3.6685 -3.6325 -1.2208
C -7.8420 -5.0591 -5.2199
C 0.5033 3.3835 4.0735
F -0.9244 -0.1729 -5.1550
H -0.1933 -1.4564 -2.3815
H -0.1546 1.5131 -9.2654
H 3.8382 -2.2060 6.5702
H 6.1259 -2.3527 0.7519
C -2.3136 -0.3204 -2.6730
C -8.3065 -3.8634 -7.2549
C -0.7177 -2.1238 0.6426
C -4.2574 -5.6696 -7.8506
H -7.1315 -5.5141 -4.5340
B -2.4162 0.1935 -1.1188
O -2.5891 2.7403 -1.5676
C 0.6257 2.1897 3.3629
H -3.1218 -2.9529 -5.3256
C 1.1329 8.8024 5.7903
C -0.7867 0.8600 -5.9969
C -0.5042 0.6179 -7.3367
H -2.7311 9.1432 5.7413
C -9.2071 -5.0817 -4.9303
H 2.6485 -0.6594 5.0130
H 0.8143 7.0401 4.5781
F -1.7763 7.1131 4.4349
H -0.7040 -3.0111 1.4411
H -11.1851 -4.5156 -5.5812
C 0.5174 9.8562 6.4703
H -0.3934 -0.4034 -7.6857
C -0.8726 9.9819 6.4611
H -3.3690 -0.5180 -3.1943
H 8.2332 1.5838 6.9054
C -3.5523 -3.4709 -0.7527
C -2.1072 -1.2952 0.9012
C 10.3613 1.6191 6.5247
F -0.1866 0.7359 1.6932
C -3.6171 -3.3809 -7.3867
C 0.3544 7.8697 5.1049
C -3.2415 1.6483 -1.1162
O -4.6138 1.8324 -0.6196
C 4.8353 1.5414 6.3990
H 5.6489 -1.3317 8.0273
H 10.4266 -1.7869 8.3798
H 1.4385 1.5008 3.5674
H 3.4456 -4.4780 -1.8632
C -1.6500 9.0555 5.7664
H 1.2333 3.6384 4.8380
C 9.2224 -0.1509 7.6895
O -5.0433 -1.5279 -1.4593
N -3.0591 -0.7634 -0.1432
H 12.4884 1.3610 6.2868
H 0.2289 -1.4558 0.9269
H -9.5612 -5.5590 -4.0191
H -3.6827 -3.7650 0.3969
H -1.1523 2.3197 -4.4678
C 5.1335 -0.6622 7.3419
H -4.2271 -7.0076 -6.1524
H -1.3497 10.8005 6.9945
H 10.3403 2.5779 6.0124
H -0.6159 -3.2848 -3.5979
H 5.6612 -4.2906 -0.7311
C 5.1644 -2.4349 0.2496
H 2.2160 8.7089 5.7957
H -2.3205 4.6017 2.6091
C -0.3074 1.8799 2.3798
F 8.0898 -0.6752 8.1764
H -3.4378 -2.3655 -7.7313
H -0.3908 3.8385 -8.4243
C -0.5569 4.2495 3.8016
H -0.6272 -2.6376 -0.4047
C -3.6581 -5.0097 -5.6162
C -7.3896 -4.4518 -6.3911
C 5.4928 0.6851 7.2819
H 6.2842 1.0674 7.9221
H -4.1774 -4.1097 -9.3366
F 1.5274 -2.7419 -1.6495
C 3.4486 -0.2961 5.6495
H -2.4712 -3.7148 -1.1281
C -1.0294 8.0063 5.0974
C -9.6680 -3.8762 -6.9727
H -4.4038 -4.0711 -1.3285
N -1.5001 -2.6952 -3.6577
F -3.4784 -5.3216 -4.3259
F -7.8714 -3.2749 -8.3770
C 11.5992 -0.2940 7.3439
H 4.3989 -0.6009 1.0905
C 2.7115 -2.6419 -1.0309
C -0.3668 1.6930 -8.2143
C -0.7798 3.2333 -6.3922
H 12.5399 -0.8262 7.4614
H -0.8809 4.2517 -6.0253
H 5.1079 2.5895 6.3330
C 2.9639 -1.5492 -0.2088
C -1.4934 3.9273 2.8163
C -3.8938 -1.8352 -0.7977
F 3.1817 1.8672 4.7495
C -10.1219 -4.4933 -5.8071
C 9.1813 1.0704 7.0262
C -0.9282 2.1574 -5.5170
H -0.6554 5.1790 4.3585
H -6.3328 -4.4330 -6.6362
C -3.4351 -3.7050 -6.0423
H -10.3630 -3.4069 -7.6613
C -4.0645 -5.9957 -6.5084
C 10.4205 -0.8370 7.8552
C 3.8173 1.0435 5.5934
H -2.0773 2.4756 1.3236
H -4.5837 -6.4320 -8.5538
C -4.0312 -4.3639 -8.2889
C -0.5020 2.9991 -7.7412
C 4.1947 -1.4473 0.4395
H -1.8499 0.5891 -3.2924
C 11.5681 0.9357 6.6815
C -1.3643 2.7386 2.0981
H -1.3220 0.4658 -0.7212
C 4.9034 -3.5253 -0.5816
O -2.4397 -1.0511 2.1992
C -1.2468 -1.5730 -2.9077
*
```

Atom charges from the Löwdin analysis, given in e for atoms 1 to 99:
1. H 0.093
2. H 0.117
3. C -0.076
4. C -0.021
5. C -0.063
6. C -0.110
7. F 0.050
8. H 0.101
9. H 0.091
10. H 0.105
11. H 0.092
12. C -0.112
13. C -0.282
14. C -0.045
15. C -0.120
16. H 0.110
17. B -0.671
18. O -0.249
19. C -0.032
20. H 0.087
21. C -0.086
22. C -0.266
23. C -0.028
24. H 0.115
25. C -0.100
26. H 0.123
27. H 0.114
28. F 0.069
29. H 0.093
30. H 0.097
31. C -0.113
32. H 0.108
33. C -0.096
34. H 0.123
35. H 0.102
36. C -0.049
37. C -0.275
38. C -0.079
39. F 0.052
40. C -0.074
41. C -0.009
42. C -0.431
43. O -0.324
44. C -0.016
45. H 0.092
46. H 0.114
47. H 0.083
48. H 0.112
49. C -0.017
50. H 0.084
51. C -0.277
52. O -0.089
53. N 0.074
54. H 0.098
55. H 0.073
56. H 0.097
57. H 0.082
58. H 0.118
59. C -0.103
60. H 0.109
61. H 0.099
62. H 0.106
63. H 0.026
64. H 0.096
65. C -0.114
66. H 0.102
67. H 0.109
68. C -0.256
69. F 0.059
70. H 0.105
71. H 0.087
72. C -0.116
73. H 0.052
74. C -0.289
75. C 0.007
76. C -0.104
77. H 0.086
78. H 0.094
79. F 0.051
80. C -0.003
81. H 0.053
82. C -0.277
83. C -0.031
84. H 0.083
85. N 0.014
86. F 0.063
87. F 0.059
88. C -0.089
89. H 0.104
90. C -0.274
91. C -0.113
92. C -0.079
93. H 0.102
94. H 0.105
95. H 0.113
96. C -0.004
97. C -0.058
98. C -0.261
99. F 0.057

---

Record 3
# C37H38BrClN8O6ReS

C37H38BrClN8O6ReS as an isolated structure at a distorted geometry (ωB97M-V/def2-TZVPD, OMol25).

As for the lowest unoccupied orbital energy (spin up / spin down): -0.005 / -0.033 hartree. As for the relative energy (zero: lowest compared OMol25 entry of this formula, charge and spin): 0.544 eV. Its HOMO energy (spin up / spin down) is -0.2886 / -0.3075 Ha. Its expectation value of S² is 3.7692. The value obtained for the gap between HOMO and LUMO (spin up / spin down) is 7.7 / 7.5 eV.

ORCA input file:
```
! RIJCOSX wB97M-V def2-TZVPD def2/J DEFGRID3
* xyz 0 4
H -1.7787 0.7888 -4.2130
H 3.0157 -6.6134 -0.2480
H -2.6743 5.3594 -2.7419
H 2.5696 -5.0750 1.3640
C 0.6884 -2.5254 -3.2728
C 3.1402 -4.5165 -0.6574
C -0.7747 0.8454 -3.7357
C -4.3382 2.4145 -2.4763
H -4.8385 1.6945 -3.1398
C -0.7434 4.0425 3.1964
H 4.8110 -5.5270 -4.0005
H -1.8292 -4.2323 -1.7339
N 0.1266 -2.6216 -0.9334
N 2.8499 -2.9413 2.5762
C -2.9351 4.1687 4.4140
C 3.7521 -2.0413 2.8678
C -1.0813 2.9076 5.3662
H 4.5970 -1.0540 4.3680
H 0.0989 -0.0682 -5.4997
C 1.5631 0.4872 -3.9658
O -3.3873 1.4087 3.9320
H -1.5224 2.4795 1.3284
H -1.4273 1.9918 -2.0224
C -0.7114 -3.6073 -4.8679
H -4.6051 2.7192 1.6232
H -0.3739 4.8537 3.8227
H -0.8359 3.8694 5.8352
O 0.8660 -1.4877 -0.7554
H -2.4833 5.1110 4.7596
H -0.4579 -0.3333 1.0436
C 0.6595 1.6830 -2.0617
O 3.0253 0.5030 -0.8082
C 0.4146 -2.8074 -4.6013
C 3.1449 0.9457 -2.0609
C -2.2655 1.9381 3.2488
Re 2.6778 -1.2485 0.1491
C 3.9671 -6.2345 -2.1407
O 3.5698 -2.1872 -1.3595
S 4.5165 -1.0072 1.6348
N 1.6292 -0.0593 1.6250
H 1.1236 -2.5613 -5.4239
C -3.7294 3.5265 -3.0392
C 2.0814 0.6920 2.7038
C 3.5666 -3.5240 -1.5848
C -2.5052 2.1355 1.7423
N 1.1179 1.0896 3.4648
O 4.1402 1.2852 -2.6490
O -0.4733 -2.6541 1.1190
H 4.4770 -3.1653 -3.4790
H -3.5968 4.3911 3.5956
H 3.1526 0.8724 2.8312
H -1.1453 4.5337 2.3353
H -3.3557 4.0587 1.6408
C -4.2760 2.2599 -1.0858
H -2.6384 1.1741 1.2828
C -1.3169 0.7237 3.4301
C -2.9602 4.2790 -0.8969
H -1.7558 2.3185 6.0523
C -1.4946 -4.1671 -3.8776
H 0.1601 3.4567 2.9054
H -0.9066 -3.8798 -5.9111
H -4.8137 1.4634 -0.6410
N 0.0035 0.6415 2.8539
C -0.1994 -2.9650 -2.3043
C -0.6126 1.4887 -2.5379
N 4.1633 -1.9331 4.1658
C 2.7389 -4.2035 0.7069
C -1.2875 -3.8119 -2.5598
C 1.7377 1.0720 -2.6853
Br 1.0244 2.9316 -0.6484
H -1.1651 0.4806 4.4514
Cl -4.0143 3.9892 -4.6860
C 3.3163 -5.8725 -0.9658
C 4.1610 -3.9212 -2.7951
C -3.6137 3.0631 1.2375
C 0.3173 0.3612 -4.4993
C 4.3627 -5.2358 -3.0663
C -1.7708 3.2251 4.0071
H 2.4899 0.2057 -4.4922
H -1.9232 -0.0920 3.0571
H -3.9652 2.1581 4.2109
H 3.6211 -2.3487 4.9134
C -3.0574 4.4753 -2.2559
H -2.4374 5.0045 -0.3163
H -0.2020 2.3281 5.2127
H -2.2477 -4.9360 -4.0982
C 0.3209 0.0670 1.6974
C -3.6085 3.1646 -0.2871
N 2.6782 -3.0356 1.2235
H -3.4506 3.7247 5.2629
H 1.5201 -1.9611 -2.8615
H 4.2255 -7.2689 -2.3317
N -0.5964 -3.1278 0.0166
*
```

Computed Löwdin charges, given in elementary charges:
1. H 0.117
2. H 0.108
3. H 0.103
4. H 0.146
5. C -0.038
6. C -0.138
7. C -0.064
8. C -0.097
9. H 0.116
10. C -0.045
11. H 0.105
12. H 0.099
13. N -0.164
14. N 0.009
15. C -0.044
16. C -0.797
17. C -0.052
18. H 0.072
19. H 0.118
20. C -0.043
21. O -0.004
22. H 0.103
23. H 0.083
24. C -0.097
25. H 0.138
26. H 0.084
27. H 0.090
28. O -0.294
29. H 0.098
30. H 0.136
31. C -0.584
32. O -0.283
33. C -0.076
34. C -0.563
35. C -0.430
36. Re 1.504
37. C -0.070
38. O -0.255
39. S 0.648
40. N -0.061
41. H 0.123
42. C -0.682
43. C -0.188
44. C -0.284
45. C -0.119
46. N 0.137
47. O 0.115
48. O -0.072
49. H 0.118
50. H 0.065
51. H 0.088
52. H 0.065
53. H 0.096
54. C -0.042
55. H 0.113
56. C -0.051
57. C -0.030
58. H 0.109
59. C -0.094
60. H 0.083
61. H 0.103
62. H 0.107
63. N -0.064
64. C -0.156
65. C -0.122
66. N 0.084
67. C -0.046
68. C -0.020
69. C -0.170
70. Br 0.798
71. H 0.124
72. Cl 0.665
73. C -0.037
74. C -0.016
75. C -0.128
76. C -0.093
77. C -0.065
78. C -0.480
79. H 0.136
80. H 0.142
81. H 0.104
82. H 0.107
83. C -0.113
84. H 0.105
85. H 0.043
86. H 0.113
87. C -0.126
88. C -0.214
89. N -0.222
90. H 0.083
91. H 0.094
92. H 0.098
93. N -0.058

---

Record 4
# C4H8INO3

C4H8INO3 as an isolated structure at a distorted geometry (ωB97M-V/def2-TZVPD, OMol25).

As for the lowest unoccupied orbital energy: -0.055 hartree. As for the relative energy (zero: lowest compared OMol25 entry of this formula, charge and spin): 1.626 eV. Its HOMO energy is -0.3637 Ha. The value obtained for the gap between HOMO and LUMO is 8.4 eV.

ORCA input file:
```
! RIJCOSX wB97M-V def2-TZVPD def2/J DEFGRID3
* xyz 0 1
C 1.8748 -0.6008 0.4554
H 0.1254 2.0448 0.8954
O 0.7582 0.0475 -1.7239
H 1.6961 -0.4268 1.5758
H 0.7132 -0.9280 -1.7584
O -3.3355 -0.1037 -0.1020
O -1.5456 -1.4350 -0.6260
C -0.1455 1.0255 0.4547
I -1.7972 -2.3979 1.1544
H 1.7785 1.4518 -0.5851
C 1.1431 0.5179 -0.4216
H 1.4239 -1.6302 0.1961
H -1.9085 1.8409 -0.1533
H 2.9876 -0.6822 0.2050
N -1.3083 1.0768 -0.4974
H -0.3465 0.3294 1.3344
C -2.1138 -0.1300 -0.4034
*
```

Computed Löwdin charges, given in elementary charges:
1. C -0.071
2. H 0.132
3. O -0.073
4. H 0.085
5. H 0.087
6. O -0.027
7. O -0.582
8. C -0.148
9. I 1.017
10. H 0.142
11. C -0.368
12. H 0.074
13. H 0.132
14. H 0.084
15. N 0.048
16. H 0.078
17. C -0.610

---

Record 5
# C7H11NO4

A 2-piece molecular cluster, C7H11NO4 overall at a distorted geometry (ωB97M-V/def2-TZVPD, OMol25).

As for the lowest unoccupied orbital energy (spin up / spin down): 0.009 / 0.008 hartree. As for the relative energy (zero: lowest compared OMol25 entry of this formula, charge and spin): 5.953 eV. Its HOMO energy (spin up / spin down) is -0.3267 / -0.3267 Ha. The value obtained for the gap between HOMO and LUMO (spin up / spin down) is 9.1 / 9.1 eV. The SMILES is CCOC(=O)/C(C)=[N+](/[O-])O.C#C.

ORCA input file:
```
! RIJCOSX wB97M-V def2-TZVPD def2/J DEFGRID3
* xyz 0 1
C 1.3985 -0.7526 2.1395
O 3.2660 1.0007 -0.4817
H 2.3610 -1.5398 2.2719
H -1.4106 2.4407 -0.4697
H -2.7802 1.8344 0.4554
C 1.6386 0.0194 0.8465
C 0.6340 0.3254 -0.1284
H 2.3853 1.0008 -1.0867
C 2.6634 -1.6122 -1.8233
N 2.9168 0.4188 0.6745
H -2.5101 -0.5921 -0.5061
O 3.8134 0.2623 1.4980
H 3.3275 -1.1625 -2.5908
H 0.4372 -1.3216 2.1585
H -1.3881 0.3301 -1.7310
H 0.9950 -2.2495 -0.4837
H -3.0076 1.8855 -1.2670
C -1.7635 0.2211 -0.7477
C 1.8492 -1.9490 -1.0119
O -0.6097 -0.0568 0.2461
H 1.2800 -0.0933 3.0061
C -2.2264 1.6769 -0.4547
O 0.8312 0.9571 -1.1225
*
```

Computed Löwdin charges, given in elementary charges:
1. C -0.028
2. O 0.068
3. H 0.153
4. H 0.090
5. H 0.056
6. C -0.207
7. C -0.528
8. H 0.119
9. C 0.034
10. N -0.286
11. H 0.141
12. O 0.050
13. H 0.068
14. H 0.077
15. H 0.089
16. H 0.044
17. H 0.099
18. C -0.106
19. C 0.005
20. O -0.029
21. H 0.075
22. C -0.081
23. O 0.095